C2H9NP2 | the ωB97M-V functional and the def2-TZVPD basis

Geometry as XYZ:
```
14
Properties=species:S:1:pos:R:3:forces:R:3:lowdin_charge:R:1
C -1.755 -0.738 -1.180 0.2238 -1.3283 3.4947 -0.160
C 1.131 1.125 0.087 -2.0940 -2.3115 -1.1901 -0.723
N -0.661 -1.621 -0.697 1.2533 1.4683 0.0889 -0.442
P 1.738 1.869 1.608 0.9663 -0.3309 0.6137 0.615
P 0.540 -1.094 0.378 0.1952 2.5059 0.2818 0.805
H -1.581 0.206 -1.661 0.7304 0.3000 -0.2347 0.058
H -2.344 -1.379 -1.750 -1.3885 -0.6658 -1.2601 0.042
H -2.287 -0.594 -0.177 0.1788 0.4356 -1.5486 0.091
H 1.931 1.154 -0.742 -1.6876 0.2845 1.1060 0.014
H 0.046 1.545 -0.101 2.4725 -0.5425 -0.3029 0.017
H -0.174 -2.270 -1.265 -0.4150 -0.4850 -1.5744 0.010
H 3.018 1.094 1.681 -1.4266 0.4406 0.4235 -0.094
H 0.863 1.263 2.632 0.9163 -0.0611 -0.7910 -0.114
H -0.464 -0.561 1.187 0.0751 0.2903 0.8932 -0.120
```
Forces are in eV/Å.

=====

H10O5 | the ωB97M-V functional and the def2-TZVPD basis

As for the structure (SMILES): O.O.O.O.O.

Geometry as XYZ:
```
15
Properties=species:S:1:pos:R:3:forces:R:3:lowdin_charge:R:1
O 10.495 -9.651 -20.054 0.5085 1.2363 0.2425 -0.073
H 10.357 -10.384 -19.453 -0.2577 -0.3854 -0.4722 0.013
H 10.326 -9.893 -20.969 -0.2118 -0.6793 0.4496 0.012
O 8.088 -11.131 -18.297 0.0364 -1.8403 -0.1642 -0.049
H 8.022 -11.666 -19.113 0.1447 -0.0779 0.6712 -0.007
H 7.967 -10.282 -18.658 -0.0450 2.0113 -0.3633 -0.003
O 8.731 -11.288 -21.452 0.9278 -0.6416 0.3157 -0.045
H 8.088 -10.728 -21.846 -0.7530 1.0533 -0.7686 -0.018
H 8.263 -12.073 -21.171 0.0734 -0.4866 -0.0020 -0.015
O 7.565 -13.345 -20.129 -1.0744 -0.6145 0.2370 -0.051
H 7.801 -14.074 -19.536 0.0679 0.2473 -0.1844 0.084
H 6.588 -13.383 -20.183 0.7553 0.0176 0.0628 0.090
O 7.350 -8.972 -22.227 2.4100 0.1861 -1.5808 0.023
H 6.493 -9.230 -22.413 -2.8500 -0.7048 -0.8864 0.016
H 7.342 -8.800 -21.322 0.2679 0.6784 2.4431 0.023
```
Forces are in eV/Å.

=====

C11H14N2O | the ωB97M-V functional and the def2-TZVPD basis

As for the structure (SMILES): Cc1ccc(O)cc1.Cc1c[nH]cn1.

Geometry as XYZ:
```
28
Properties=species:S:1:pos:R:3:forces:R:3:lowdin_charge:R:1
C 0.321 4.047 0.347 -0.4984 -0.0447 0.5032 -0.059
C -0.561 2.814 0.368 -0.4901 0.6208 -1.4920 -0.288
C -1.628 2.665 1.244 0.4599 0.3131 0.6529 -0.054
C -2.437 1.545 1.225 0.3802 -0.1394 -0.2400 -0.018
C -2.264 0.631 0.199 -0.5261 -0.6538 0.0035 -0.328
O -3.101 -0.460 0.202 0.2950 -0.2795 -0.3939 0.031
C -1.278 0.779 -0.757 0.8359 0.6990 0.2543 -0.027
C -0.451 1.898 -0.676 0.4232 -0.8881 0.9229 -0.053
H 0.570 4.341 -0.674 0.0964 -0.1103 0.1215 0.074
H 1.231 3.894 0.929 0.0914 0.0662 -0.0973 0.074
H -0.232 4.876 0.802 0.2148 0.0037 -0.0289 0.073
H -1.761 3.434 2.002 -0.0703 -0.2048 0.0870 0.111
H -3.092 1.276 2.037 -0.4142 0.2984 -0.0581 0.116
H -2.855 -1.017 -0.555 -0.1940 0.1789 0.3756 0.101
H -0.957 -0.002 -1.433 -0.4811 -0.1598 -0.1770 0.100
H 0.444 1.899 -1.281 -0.0719 0.2701 -0.4099 0.108
C 0.174 -3.357 -1.173 0.0720 0.4691 -0.3184 -0.047
C 1.365 -2.668 -0.586 -0.3328 0.1997 0.1800 -0.355
C 2.336 -3.131 0.249 -0.4460 -0.0900 -0.5761 -0.075
N 3.229 -2.099 0.399 -0.2243 -0.9954 0.6812 0.041
C 2.735 -1.041 -0.296 0.6892 0.0115 0.6400 -0.204
N 1.627 -1.353 -0.895 -0.2453 0.2974 -0.5246 0.094
H -0.758 -3.274 -0.603 0.3508 -0.1667 0.2584 0.071
H 0.419 -4.386 -1.397 -0.2161 -0.3556 0.1157 0.068
H -0.036 -2.864 -2.120 0.0166 -0.0281 -0.1818 0.069
H 2.443 -4.105 0.684 0.2526 -0.0692 0.1885 0.112
H 3.937 -2.187 1.107 0.3067 0.6699 -0.2611 0.144
H 3.272 -0.104 -0.279 -0.2739 0.0877 -0.2256 0.117
```
Forces are in eV/Å.

=====

C34H36N3O2ReSe2 | the ωB97M-V functional and the def2-TZVPD basis

Its total charge is +2.

Geometry as XYZ:
```
78
Properties=species:S:1:pos:R:3:forces:R:3:lowdin_charge:R:1
Re 0.543 -0.471 0.333 0.0605 -0.1071 0.0967 1.400
C 0.423 3.415 1.616 0.0472 0.0161 0.0037 -0.023
C 0.247 3.410 0.121 -0.1114 -0.0522 -0.0756 -0.208
C -0.425 4.464 -0.487 0.0037 -0.0225 -0.0281 -0.027
C -0.588 4.507 -1.864 0.0210 -0.0249 0.0049 -0.045
C -0.064 3.499 -2.655 0.0239 0.0416 0.0322 -0.027
C 0.619 2.426 -2.090 -0.0243 0.1651 -0.0186 -0.211
C 1.244 1.400 -2.988 0.0479 -0.0904 0.0564 -0.033
C 0.735 2.386 -0.703 -0.0734 -0.0501 0.0821 -0.219
N 1.349 1.247 -0.053 0.1431 0.3430 0.0177 -0.099
C 2.664 1.533 0.479 -0.1686 -0.1410 -0.0078 -0.446
O 3.371 2.382 0.035 0.0671 0.0591 0.0113 0.179
C 2.977 0.689 1.683 0.1159 0.0613 -0.0228 -0.186
C 3.983 0.856 2.616 -0.0689 0.0053 -0.0670 0.073
C 3.905 0.098 3.785 -0.0001 0.0080 0.0105 0.032
C 2.811 -0.731 4.030 -0.0973 0.0194 -0.0334 0.072
C 1.858 -0.835 3.032 0.0219 -0.0548 0.0727 -0.150
N 2.013 -0.189 1.890 0.1009 -0.0448 0.0322 -0.011
C 0.489 -1.447 3.115 -0.0032 0.1105 -0.0230 -0.365
O 0.047 -1.983 4.081 0.0186 -0.0736 -0.0208 0.204
N -0.282 -1.222 1.906 -0.0949 -0.0618 0.2294 -0.089
C -1.694 -1.546 2.022 0.0106 0.0610 0.0264 -0.207
C -2.087 -2.886 2.050 -0.0637 0.0874 -0.0951 -0.200
C -1.122 -4.036 2.131 0.0605 0.0374 0.0582 -0.038
C -3.453 -3.155 2.066 0.0142 -0.0018 -0.0056 -0.023
C -4.383 -2.132 2.086 0.0003 0.0500 -0.0007 -0.042
C -3.961 -0.812 2.117 -0.0053 -0.0805 -0.0334 -0.025
C -2.610 -0.490 2.097 -0.0552 -0.0945 0.0576 -0.213
C -2.217 0.955 2.257 0.0856 0.0125 -0.0340 -0.025
H -0.428 3.897 2.096 0.0178 0.0150 0.0101 0.095
H 0.512 2.414 2.040 0.0266 0.0110 0.0111 0.052
H 1.316 3.978 1.900 0.0189 -0.0106 -0.0280 0.102
H -0.815 5.264 0.129 -0.0112 0.0020 0.0023 0.126
H -1.107 5.339 -2.321 -0.0067 0.0019 -0.0020 0.119
H -0.162 3.549 -3.732 -0.0025 0.0112 -0.0133 0.127
H 1.834 1.896 -3.759 -0.0622 0.0187 -0.0497 0.099
H 1.919 0.750 -2.429 -0.0752 0.0138 -0.0364 0.016
H 0.485 0.798 -3.495 -0.0004 -0.0188 0.0186 0.094
H 4.773 1.574 2.448 0.0103 0.0089 0.0073 0.144
H 4.673 0.203 4.540 0.0094 -0.0028 0.0053 0.135
H 2.678 -1.247 4.970 0.0105 -0.0108 0.0034 0.143
H -0.112 -3.772 1.813 -0.0343 0.0122 0.0589 0.048
H -1.043 -4.379 3.163 -0.0078 -0.0003 0.0247 0.104
H -1.470 -4.878 1.532 -0.0030 0.0010 0.0153 0.092
H -3.783 -4.186 2.080 -0.0054 -0.0097 0.0022 0.125
H -5.440 -2.361 2.103 -0.0121 -0.0057 -0.0005 0.118
H -4.689 -0.013 2.173 -0.0149 0.0071 -0.0011 0.124
H -2.987 1.604 1.843 -0.0232 0.0148 0.0092 0.091
H -2.116 1.201 3.317 0.0176 -0.0003 0.0016 0.106
H -1.275 1.225 1.776 -0.0428 -0.0594 -0.0383 0.027
C 0.110 -3.800 -0.972 0.0176 -0.0258 -0.0835 -0.286
Se 1.575 -2.538 -0.714 0.0293 -0.2683 -0.0333 0.991
C 1.946 -2.113 -2.603 -0.0004 0.1321 -0.0570 -0.461
C 3.442 -1.932 -2.800 -0.1531 0.0500 0.0097 -0.518
Se 4.206 -0.750 -1.437 0.1949 -0.0939 -0.0279 0.939
C 4.803 0.721 -2.561 -0.0835 0.0328 -0.0150 -0.349
H -0.838 -3.284 -1.084 0.0349 0.0233 0.0135 0.024
H 0.097 -4.455 -0.107 -0.0007 0.0282 -0.1029 0.014
H 0.363 -4.365 -1.866 -0.0347 -0.0398 0.0096 0.049
H 1.387 -1.212 -2.839 0.0026 -0.0387 -0.0256 0.038
H 1.534 -2.948 -3.169 0.0429 -0.0428 0.0389 0.085
H 3.599 -1.481 -3.779 0.1116 0.0260 0.0283 0.090
H 3.972 -2.882 -2.773 -0.0272 -0.0088 0.0304 0.072
H 5.651 0.396 -3.155 0.0016 -0.0098 0.0052 0.038
H 5.104 1.515 -1.882 0.0121 0.0048 -0.0071 0.027
H 3.989 1.072 -3.190 0.0707 -0.0080 0.0143 0.014
C -0.918 -0.284 -0.649 -0.0827 0.1237 -0.2026 -0.102
C -2.139 0.036 -1.272 0.0087 -0.1014 0.1191 -0.273
C -2.921 -0.999 -1.815 -0.0416 0.0387 -0.0155 -0.010
C -4.138 -0.697 -2.391 0.0420 -0.0243 0.0281 -0.036
C -4.575 0.624 -2.423 -0.0431 0.0123 -0.0256 -0.019
C -3.809 1.650 -1.879 0.0406 -0.0129 0.0251 -0.027
C -2.589 1.367 -1.298 -0.0483 0.0034 -0.0423 -0.007
H -2.574 -2.023 -1.769 -0.0155 -0.0059 -0.0095 0.107
H -4.752 -1.481 -2.810 0.0026 -0.0080 -0.0077 0.122
H -5.528 0.856 -2.879 -0.0092 0.0025 0.0053 0.124
H -4.170 2.669 -1.909 0.0067 0.0081 -0.0033 0.123
H -1.983 2.153 -0.867 0.0357 0.0256 0.0046 0.101
```
Forces are in eV/Å.

=====

C44H37AgN10OP2Si | the ωB97M-V functional and the def2-TZVPD basis

Its total charge is -2.

Geometry as XYZ:
```
96
Properties=species:S:1:pos:R:3:forces:R:3:lowdin_charge:R:1
Ag -0.727 0.167 -0.189 -0.7285 0.1807 -0.7078 0.611
N 1.012 -3.411 -0.344 -0.7119 -0.9269 -0.3698 -0.392
P 0.892 -1.697 -0.075 -1.5829 -1.2341 0.7092 0.911
C 1.901 -1.013 -1.361 1.3939 0.0219 -0.1943 -0.416
C 2.932 -0.157 -1.032 0.2417 0.5884 1.6172 -0.105
C 3.680 0.488 -2.003 0.5843 0.1158 0.1211 -0.104
C 3.444 0.266 -3.337 -1.6839 -1.5175 -0.4521 -0.083
C 2.392 -0.635 -3.690 0.5045 0.4161 -0.2353 -0.080
C 1.651 -1.272 -2.713 -1.2149 -0.3218 -0.3261 -0.108
C 1.645 -1.458 1.613 -0.0663 1.8988 -0.8893 -0.350
C 1.257 -0.237 2.261 0.4296 -1.0200 0.4932 -0.092
C 1.590 -0.114 3.613 -0.6753 0.1209 0.0739 -0.089
C 2.354 -1.061 4.286 0.5116 -0.6871 -1.1470 -0.097
C 2.902 -2.144 3.580 -0.9673 0.8215 -0.3111 -0.089
C 2.522 -2.322 2.242 0.5861 -1.2022 0.0428 -0.110
P -0.240 -4.599 -0.828 -0.7527 2.1119 0.1379 1.017
C -0.661 -5.314 0.814 0.2117 -0.0499 -0.6720 -0.370
C 0.114 -6.382 1.172 0.5961 -0.4651 1.8944 -0.134
C 0.009 -6.908 2.475 0.1139 -0.1728 -1.2041 -0.106
C -0.923 -6.423 3.340 -1.4833 0.2560 0.7206 -0.114
C -1.838 -5.443 2.903 0.2484 -0.0012 1.0443 -0.085
C -1.678 -4.844 1.675 0.0477 -0.2756 -0.8158 -0.070
C 0.651 -5.974 -1.657 0.6808 -0.7334 -0.3917 -0.401
C 1.886 -5.794 -2.312 -1.5406 -1.7913 -0.7821 -0.098
C 2.318 -6.756 -3.247 0.9552 -0.0023 -0.0827 -0.116
C 1.594 -7.896 -3.563 -0.2365 0.7930 0.0820 -0.121
C 0.347 -8.055 -2.926 -0.5073 -1.7126 0.0536 -0.107
C -0.071 -7.201 -1.907 0.0376 1.5944 -0.1783 -0.105
H 1.747 -3.910 0.131 0.4843 0.2873 0.2540 0.012
H 3.138 0.070 0.058 -0.2054 -0.3123 -1.4306 0.121
H 4.491 1.122 -1.676 0.0219 0.2164 -0.0867 0.098
H 3.996 0.713 -4.134 0.4068 0.4217 -0.1953 0.084
H 2.111 -0.841 -4.739 0.4170 0.3085 0.6186 0.106
H 0.777 -1.905 -3.022 0.9732 0.5398 0.4374 0.124
H 0.699 0.600 1.787 0.2093 -0.8530 0.0634 0.068
H 1.097 0.670 4.192 0.4620 0.1115 -0.2236 0.104
H 2.574 -0.968 5.327 -0.0157 0.1745 0.5467 0.085
H 3.529 -2.860 4.082 0.1873 -0.1453 0.0163 0.088
H 2.923 -3.211 1.689 -0.4876 0.8579 0.5832 0.106
H 0.899 -6.778 0.537 -0.2210 0.0233 -0.0151 0.089
H 0.602 -7.764 2.691 0.5476 -0.4540 0.5203 0.083
H -1.098 -6.824 4.352 0.4092 0.0155 -0.5935 0.100
H -2.640 -5.171 3.615 0.4578 0.0897 -0.7484 0.111
H -2.377 -4.114 1.299 -0.1703 0.2897 -0.0564 0.076
H 2.444 -4.911 -2.274 0.6046 1.3115 0.5129 0.070
H 3.291 -6.610 -3.768 -0.7707 0.0496 0.4721 0.104
H 2.004 -8.547 -4.352 -0.6198 0.1415 0.5694 0.097
H -0.296 -8.949 -3.215 0.8476 1.2711 0.5580 0.115
H -1.031 -7.306 -1.357 0.7009 -0.2561 -0.6824 0.117
N -4.918 -0.532 -1.892 1.2099 1.1113 -0.2579 0.086
C -3.804 0.228 -2.335 0.8247 -0.8781 0.2772 -0.465
N -3.951 1.067 -3.364 0.4538 0.0220 1.0846 -0.020
N -2.785 1.742 -3.395 0.1127 0.8145 -0.6503 -0.159
N -1.955 1.332 -2.503 -0.8355 -1.4362 -0.3235 -0.151
N -2.522 0.276 -1.825 -1.4340 0.9697 0.0761 -0.060
C -4.913 -1.823 -1.418 0.9364 -1.0439 1.1333 -0.530
N -5.994 -2.619 -1.335 0.3362 1.0617 -0.5092 -0.062
N -5.554 -3.749 -0.798 2.3231 0.1310 0.2474 -0.180
N -4.221 -3.616 -0.573 -1.5226 -0.9482 0.5848 -0.179
N -3.800 -2.400 -0.897 -1.3807 0.1252 -0.9407 -0.023
H -5.783 -0.197 -2.253 -0.3490 0.0588 -0.3344 0.097
O -0.284 2.341 0.264 -0.0694 -0.3048 0.4107 -0.432
Si -0.194 3.907 0.469 -0.2596 -1.2744 -1.4912 0.378
C 1.375 4.374 1.380 -1.2695 -0.2123 -1.8650 -0.273
C 2.501 4.902 0.805 1.3244 2.0463 -0.1984 -0.077
C 3.486 5.494 1.643 -1.5654 -1.6952 0.2706 -0.078
C 3.346 5.370 3.046 -0.1326 0.6121 -0.2954 -0.126
C 2.249 4.734 3.606 -0.9672 -1.1100 -0.5762 -0.085
C 1.259 4.231 2.706 1.4043 -0.1263 3.8220 -0.138
C -1.672 4.661 1.392 0.7282 -0.3888 0.6216 -0.203
C -1.557 5.707 2.317 -0.1713 0.8330 -0.7817 -0.111
C -2.708 6.294 2.820 1.0088 1.3002 1.5820 -0.143
C -3.930 5.817 2.477 -2.9364 0.4031 1.1844 -0.154
C -4.069 4.715 1.663 -1.2441 -0.8946 -1.1074 -0.104
C -2.941 4.122 1.134 0.3050 0.8133 0.1807 -0.077
C -0.211 4.912 -1.151 0.9321 0.5868 1.0279 -0.211
C -0.335 4.378 -2.435 -0.7349 -1.0129 0.3461 -0.086
C -0.532 5.223 -3.504 0.8704 1.2709 0.3901 -0.097
C -0.408 6.609 -3.328 -0.7836 0.2947 0.5239 -0.118
C -0.205 7.179 -2.061 -0.1588 -0.5322 0.9586 -0.111
C -0.081 6.315 -0.955 -0.0247 -0.6808 -1.4987 -0.112
H 2.503 5.057 -0.302 0.3122 -0.2541 1.0311 0.116
H 4.340 5.946 1.212 0.7470 0.5461 -0.2579 0.071
H 4.026 5.883 3.715 0.3714 -0.1288 -0.0945 0.081
H 2.124 4.531 4.697 0.2860 0.5074 -0.9681 0.103
H 0.439 3.659 3.132 -0.1984 0.3071 -0.0311 0.104
H -0.628 6.258 2.521 -0.0929 -0.7768 -0.0694 0.101
H -2.647 7.140 3.566 0.0296 -0.9115 -0.9949 0.109
H -4.844 6.281 2.966 1.1111 -0.5404 -0.8283 0.110
H -5.065 4.301 1.313 1.1492 0.6962 0.8126 0.122
H -3.068 3.303 0.461 0.1876 -0.5419 -0.3838 0.100
H -0.421 3.278 -2.611 0.0145 0.9454 0.4815 0.087
H -0.742 4.816 -4.463 -0.1277 -0.2029 -0.7079 0.087
H -0.644 7.276 -4.141 0.1314 0.0776 -0.3398 0.077
H -0.278 8.255 -1.814 0.3409 -0.5471 -0.7569 0.092
H 0.179 6.702 0.032 -0.4234 0.0132 -0.1350 0.091
```
Forces are in eV/Å.

=====

Number 1: DFT total energy -22284.8786 eV. Number 2: DFT total energy -10399.6596 eV. Number 3: DFT total energy -16661.5757 eV. Number 4: DFT total energy -177216.3192 eV. Number 5: DFT total energy -93631.4223 eV.